This record from the Open Molecules 2025 dataset describes a structure of composition C33H95N7O12. The level of theory is ωB97M-V with the def2-TZVPD basis set.

Structure (XYZ):
```
147
Properties=species:S:1:pos:R:3:lowdin_charge:R:1
C -17.883 -30.631 11.776 -0.13
O -18.353 -29.605 10.888 -0.14
H -16.840 -30.369 11.954 0.10
H -18.477 -30.690 12.689 0.04
H -17.879 -31.602 11.273 0.09
H -19.208 -29.969 10.595 0.03
C -23.556 -26.898 5.767 -0.17
O -22.554 -27.754 5.248 -0.12
H -23.206 -26.548 6.736 0.03
H -23.781 -26.066 5.090 0.08
H -24.571 -27.300 5.784 0.08
H -21.743 -27.281 5.003 0.05
C -20.289 -28.950 7.929 -0.12
O -20.682 -29.769 9.019 -0.18
H -19.826 -29.559 7.144 0.08
H -21.114 -28.462 7.403 0.04
H -19.597 -28.156 8.207 0.08
H -21.527 -30.161 8.751 -0.02
C -20.719 -31.395 11.816 -0.06
C -20.521 -30.789 13.205 -0.41
C -21.652 -29.791 13.524 -0.16
O -21.670 -28.778 12.552 -0.23
C -22.499 -27.725 12.970 -0.15
N -20.591 -31.883 14.184 0.05
H -20.039 -32.194 11.515 0.08
H -20.607 -30.636 11.035 0.05
H -21.737 -31.741 11.629 0.08
H -19.549 -30.289 13.254 0.09
H -21.348 -29.363 14.490 0.14
H -22.625 -30.286 13.589 0.12
H -23.521 -28.043 13.194 0.12
H -22.598 -26.929 12.229 0.11
H -22.101 -27.177 13.832 0.13
H -19.885 -32.583 14.001 0.07
H -20.426 -31.448 15.086 0.07
C -19.546 -23.289 13.574 -0.07
C -18.968 -24.699 13.833 -0.40
C -19.085 -25.636 12.665 -0.20
O -20.451 -25.896 12.370 -0.15
C -20.722 -27.113 11.705 -0.15
N -17.511 -24.477 14.043 0.01
H -19.120 -22.745 12.731 0.08
H -19.584 -22.709 14.493 0.07
H -20.583 -23.509 13.279 0.07
H -19.435 -25.018 14.766 0.14
H -18.409 -26.495 12.749 0.13
H -18.691 -25.177 11.745 0.11
H -20.578 -27.078 10.618 0.10
H -21.763 -27.376 11.880 -0.06
H -20.027 -27.893 12.025 0.10
H -17.055 -24.242 13.165 0.06
H -17.462 -23.572 14.499 0.06
C -18.276 -24.591 4.832 -0.05
C -18.601 -25.265 3.490 -0.42
C -19.844 -26.188 3.584 -0.17
O -19.747 -27.184 4.598 -0.23
C -18.763 -28.173 4.391 -0.07
N -18.744 -24.193 2.511 0.02
H -18.951 -23.761 5.026 0.06
H -17.246 -24.231 4.806 0.08
H -18.331 -25.340 5.628 0.07
H -17.735 -25.795 3.085 0.13
H -19.948 -26.752 2.651 0.13
H -20.726 -25.560 3.709 0.13
H -19.019 -28.723 3.478 0.10
H -18.779 -28.868 5.227 0.07
H -17.786 -27.694 4.300 0.08
H -17.891 -23.674 2.358 0.07
H -19.413 -23.495 2.820 0.07
C -24.320 -27.548 8.858 -0.03
C -23.414 -28.712 9.292 -0.34
C -24.095 -29.972 9.762 -0.20
O -24.819 -29.731 10.954 -0.17
C -24.946 -30.943 11.715 -0.08
N -22.454 -29.048 8.239 -0.04
H -24.834 -27.742 7.914 0.07
H -23.663 -26.703 8.628 0.06
H -24.958 -27.214 9.675 0.08
H -22.901 -28.280 10.156 0.13
H -23.415 -30.805 9.972 0.09
H -24.632 -30.431 8.914 0.14
H -25.614 -31.644 11.218 0.09
H -25.346 -30.674 12.693 0.09
H -23.951 -31.325 11.949 0.06
H -22.043 -28.184 7.888 0.05
H -22.904 -29.378 7.388 0.12
C -21.637 -32.403 8.604 -0.05
C -21.330 -32.831 7.171 -0.42
C -20.762 -34.253 7.022 -0.22
O -20.496 -34.587 5.699 -0.15
C -19.328 -33.934 5.281 -0.12
N -22.593 -32.680 6.424 0.04
H -21.807 -31.333 8.697 0.02
H -20.788 -32.696 9.227 0.08
H -22.560 -32.924 8.868 0.10
H -20.722 -32.029 6.728 0.12
H -21.490 -34.931 7.471 0.13
H -19.915 -34.248 7.721 0.12
H -19.272 -33.787 4.203 0.09
H -18.417 -34.518 5.468 0.08
H -19.131 -33.025 5.851 0.06
H -22.859 -31.696 6.381 0.06
H -22.417 -32.777 5.422 0.07
C -16.695 -31.524 8.284 -0.06
C -16.680 -31.176 6.805 -0.37
C -15.499 -30.276 6.467 -0.19
O -15.739 -29.768 5.157 -0.21
C -14.815 -28.890 4.590 -0.13
N -16.383 -32.456 6.056 0.05
H -15.726 -31.795 8.708 0.09
H -17.244 -32.453 8.486 0.08
H -17.231 -30.761 8.845 0.05
H -17.638 -30.759 6.506 0.12
H -14.476 -30.649 6.559 0.13
H -15.534 -29.371 7.094 0.11
H -15.072 -28.806 3.532 0.09
H -13.785 -29.266 4.573 0.09
H -14.832 -27.879 5.010 0.09
H -15.966 -33.048 6.764 0.06
H -15.731 -32.360 5.291 0.06
C -21.554 -21.595 6.386 -0.06
C -21.331 -23.110 6.632 -0.42
C -20.224 -23.326 7.701 -0.19
O -20.018 -24.734 7.780 -0.19
C -19.259 -25.079 8.902 -0.13
N -22.627 -23.694 6.932 0.05
H -20.582 -21.096 6.343 0.07
H -22.006 -21.107 7.253 0.07
H -22.166 -21.399 5.510 0.07
H -20.952 -23.524 5.697 0.11
H -20.635 -23.015 8.670 0.13
H -19.319 -22.743 7.513 0.12
H -18.230 -24.703 8.927 0.09
H -19.170 -26.164 8.956 0.05
H -19.772 -24.780 9.824 0.08
H -23.204 -23.305 7.671 0.08
H -22.361 -24.580 7.368 0.05
C -16.430 -27.092 9.111 -0.26
C -15.159 -26.291 9.191 -0.24
O -14.098 -26.931 8.502 -0.06
O -16.154 -28.453 9.396 -0.08
H -16.940 -27.033 8.139 0.12
H -17.175 -26.635 9.772 0.10
H -14.878 -26.193 10.246 0.12
H -15.278 -25.281 8.793 0.12
H -14.274 -27.879 8.554 0.06
H -16.954 -28.768 9.849 0.04
```

Summary:
E_tot in hartree: -2599.875305
LUMO energy in eV: 0.54
Max |F| in eV Å⁻¹: 8.0
Spin multiplicity: 1